Entry from the Open Molecules 2025 dataset: a structure of composition C11H25CeCl2N2OP2 (ωB97M-V with the def2-TZVPD basis set).

Geometry (Å):
C (-2.864988, -1.091651, -4.412445)
C (-2.165565, -0.735030, -3.108216)
H (-3.753968, -0.428786, -4.512223)
H (-3.196659, -2.182197, -4.449765)
H (-2.152886, -0.890187, -5.264613)
O (-2.365522, 0.202780, -2.328159)
Cl (-0.824973, -1.872314, -2.622975)
Ce (-0.092735, -0.093718, -0.353048)
P (-1.725694, -2.065328, 1.556415)
C (-2.903033, -1.942130, 2.967205)
C (-2.793887, -2.939303, 0.351091)
H (-3.264274, -3.777149, 0.899205)
H (-1.498553, -4.243086, 2.516535)
H (-2.235815, -3.342675, -0.506208)
H (-0.067058, -3.881332, 1.491118)
H (-3.752955, -1.308983, 2.710710)
H (-3.584725, -2.295967, -0.062503)
C (-0.757138, -3.478562, 2.238280)
H (-3.265091, -2.961320, 3.169969)
H (-0.152082, -3.252077, 3.116759)
H (-2.506154, -1.531748, 3.899394)
P (1.677844, 2.347409, -1.368210)
C (1.849286, 4.169750, -1.104289)
C (3.497130, 2.017458, -1.422261)
H (1.328371, 1.402475, -3.661558)
H (2.140929, 2.990707, -3.674530)
H (0.380630, 2.847899, -3.429247)
C (1.350643, 2.391532, -3.188369)
H (3.694477, 0.991917, -1.743813)
H (3.935399, 2.738353, -2.126507)
H (2.599884, 4.552263, -1.812656)
H (2.165676, 4.451010, -0.098678)
H (3.990735, 2.136293, -0.458850)
H (0.901857, 4.685902, -1.262591)
Cl (1.929329, -1.645071, -0.356251)
N (1.504394, 0.425394, 3.976674)
C (2.366874, 1.435091, 3.539872)
C (1.988924, 1.655511, 2.264881)
N (0.922814, 0.783931, 1.874115)
C (0.662078, 0.063939, 2.978556)
H (1.579500, 0.063209, 4.914823)
H (3.150968, 1.909124, 4.118040)
H (2.417319, 2.387057, 1.608473)
H (-0.111303, -0.690390, 3.135850)

Cartesian forces, eV/Å:
C -0.1183 -0.1152 0.0234
C -0.9725 1.8793 1.3082
H 0.6814 -0.4426 0.0785
H 0.6623 1.4065 0.1924
H -0.6373 -0.3016 0.8657
O 0.9208 -2.6125 -1.9920
Cl -0.1806 0.0376 -0.4109
Ce 0.9263 0.2628 0.8050
P -0.1087 -0.5838 0.4637
C -0.3846 0.3661 -0.0603
C -0.2868 -0.3772 -0.1193
H 0.1012 0.3026 -0.4335
H 0.3432 0.1247 -0.0994
H -0.0012 0.0335 0.3923
H -0.1598 -0.0229 0.0209
H -0.0560 -0.0725 -0.0902
H 0.1896 -0.0703 0.3088
C 0.1282 -0.2202 -0.5001
H 0.0778 0.3287 -0.0739
H -0.1729 0.2842 0.0074
H 0.3152 -0.0879 -0.2247
P 0.9869 0.7582 -0.7866
C -0.5066 0.1642 0.2365
C -0.1516 -0.5051 -0.0476
H 0.2362 0.0311 0.2157
H -0.3376 -0.2812 0.1730
H 0.2156 0.0606 0.2589
C -0.1925 0.0381 -0.3055
H 0.0265 0.1236 -0.1170
H -0.0941 -0.3118 0.1467
H -0.3143 -0.2025 0.1598
H 0.0864 -0.2939 0.0271
H -0.1880 0.0993 0.1158
H 0.0015 -0.0330 -0.1567
Cl -0.6867 0.3630 -0.1363
N 0.5934 0.4847 -0.0172
C -1.1010 -0.7949 -0.4128
C -0.7764 -0.5901 -0.8553
N 0.3355 0.1704 1.1627
C 0.9827 0.8227 0.3935
H -0.4076 -0.3087 -0.0661
H -0.3263 -0.2963 0.0972
H -0.0930 -0.0156 -0.3178
H 0.4436 0.3979 -0.2300

Summary:
- Net charge: +2
- Gap between HOMO and LUMO (spin up / spin down): 8.9 / 8.9 eV
- Spin multiplicity: 2
- DFT total energy: -73380.594 eV

These are the Löwdin partial charges, in e, on atoms 1 to 8: number 1, C, carries -0.025; number 2, C, carries -0.666; number 3, H, carries 0.113; number 4, H, carries 0.127; number 5, H, carries 0.125; number 6, O, carries -0.029; number 7, Cl, carries 0.701; number 8, Ce, carries 0.574